ORCA calculation (ωB97M-V with the def2-TZVPD basis set) on 3 unconnected molecules or ions with the total composition C16H36NO13PS in a non-equilibrium geometry.

For the gap between HOMO and LUMO, the calculation gives 0.303 Eh. As for the spin multiplicity: 1. Its SMILES is CP(O)[C@H]1OS(=O)(=O)O[C@H]1CON=O.COCCOCCOC.COCCOCCOC. As for the lowest unoccupied orbital energy: -0.026 hartree.

Element x y z (Å)
C1 -2.435 -2.135 1.773
P1 -1.374 -3.689 1.285
O1 -0.894 -4.371 2.814
C2 0.098 -3.032 0.263
O2 -0.080 -1.628 -0.141
S1 1.334 -1.411 -1.126
O3 1.442 0.132 -1.170
O4 0.864 -1.979 -2.486
O5 2.393 -2.318 -0.136
C3 1.635 -3.209 0.803
C4 2.037 -2.773 2.332
O6 1.750 -1.366 2.672
N1 2.876 -0.638 2.388
O7 2.420 0.435 1.956
H1 -3.385 -2.088 1.052
H2 -1.816 -1.140 1.770
H3 -2.895 -2.251 2.865
H4 -0.232 -5.107 2.656
H5 0.098 -3.723 -0.696
H6 2.198 -4.230 0.651
H7 3.210 -2.916 2.493
H8 1.531 -3.465 3.150
C5 -9.830 0.046 -1.384
O8 -8.883 0.628 -0.503
C6 -8.586 -0.221 0.608
C7 -7.273 0.204 1.267
O9 -6.118 -0.291 0.576
C8 -5.801 0.375 -0.654
C9 -5.181 1.757 -0.437
O10 -6.201 2.725 -0.177
C10 -5.685 3.892 0.442
H9 -10.770 -0.154 -0.858
H10 -10.023 0.751 -2.197
H11 -9.433 -0.877 -1.813
H12 -8.510 -1.262 0.278
H13 -9.407 -0.126 1.326
H14 -7.231 -0.252 2.263
H15 -7.215 1.285 1.411
H16 -6.667 0.412 -1.318
H17 -5.053 -0.259 -1.141
H18 -4.652 2.069 -1.344
H19 -4.474 1.715 0.401
H20 -5.261 3.645 1.421
H21 -6.511 4.594 0.592
H22 -4.930 4.362 -0.191
C11 9.332 -0.487 -1.350
O11 8.393 0.575 -1.302
C12 7.988 0.996 -2.606
C13 6.683 1.790 -2.528
O12 5.525 0.948 -2.437
C14 5.310 0.328 -1.162
C15 4.784 1.306 -0.109
O13 5.860 2.067 0.444
C16 5.405 3.249 1.083
H23 10.231 -0.180 -1.894
H24 9.611 -0.748 -0.326
H25 8.887 -1.367 -1.822
H26 7.850 0.127 -3.259
H27 8.783 1.632 -3.011
H28 6.565 2.341 -3.468
H29 6.698 2.530 -1.725
H30 6.204 -0.200 -0.823
H31 4.539 -0.430 -1.335
H32 4.318 0.748 0.711
H33 4.041 1.972 -0.564
H34 4.923 3.911 0.355
H35 6.273 3.771 1.499
H36 4.714 3.008 1.893

Atomic partial charges in e from the Löwdin method, atoms 1 to 4: -0.279, 0.940, -0.388, -0.461

---

ORCA calculation (ωB97M-V with the def2-TZVPD basis set) on a molecular structure, C16H37BBeBr5LiMgN2O7 in a non-equilibrium geometry.

For the gap between HOMO and LUMO, the calculation gives 0.059 Eh. As for the spin multiplicity: 1. As for the lowest unoccupied orbital energy: -0.295 hartree. Its net charge is +2.

Element x y z (Å)
O1 4.959 -2.148 0.327
C1 4.399 -1.917 -0.865
O2 3.797 -3.066 -1.584
C2 4.361 -0.366 -1.440
C3 2.805 0.175 -1.680
C4 1.861 0.085 -0.341
B1 0.335 -0.526 -0.661
C5 0.414 -2.167 -0.714
O3 0.607 -2.741 -2.055
O4 -0.242 -2.259 -2.923
H1 3.221 -2.661 -2.312
H2 5.003 -0.247 -2.429
H3 4.908 0.292 -0.616
H4 2.920 1.330 -1.955
H5 2.311 -0.323 -2.636
H6 1.657 1.185 0.076
H7 2.322 -0.538 0.541
H8 -0.176 -0.017 -1.589
H9 -0.321 -0.235 0.297
H10 1.373 -2.483 -0.077
H11 -0.505 -2.648 -0.122
H12 0.335 -1.997 -3.723
C6 5.477 -4.615 -4.886
C7 4.921 -3.254 -4.976
N1 4.482 -2.179 -5.047
H13 4.923 -5.232 -4.171
H14 5.445 -5.130 -5.852
H15 6.523 -4.604 -4.560
C8 7.809 0.820 1.126
Br1 6.852 2.278 0.265
Br2 7.048 0.379 2.862
Br3 7.935 -0.742 -0.026
H16 8.831 1.169 1.305
Li1 4.395 2.217 0.534
Mg1 7.695 2.897 3.269
Br4 -1.305 0.497 1.186
Br5 4.195 -0.120 -4.806
C9 -6.274 1.520 2.171
C10 -4.964 0.826 2.516
C11 -5.055 -0.058 3.769
O5 -5.060 0.762 4.944
C12 -6.362 1.019 5.469
N2 -3.939 1.882 2.793
H17 -6.529 2.308 2.884
H18 -6.206 1.990 1.184
H19 -7.099 0.801 2.144
H20 -4.610 0.246 1.657
H21 -4.147 -0.667 3.829
H22 -5.901 -0.754 3.733
H23 -7.079 0.229 5.228
H24 -6.720 1.978 5.087
H25 -6.281 1.100 6.556
H26 -3.958 2.663 2.128
H27 -2.990 1.491 2.818
H28 -4.114 2.250 3.745
C13 6.801 -4.705 1.624
O6 6.791 -5.810 2.355
H29 5.841 -4.177 1.494
H30 7.445 -3.878 1.968
H31 7.128 -4.797 0.575
Be1 -1.299 -3.748 -2.397
C14 -7.990 4.695 -1.682
C15 -6.568 4.546 -1.212
O7 -6.305 4.352 -0.026
C16 -5.481 4.642 -2.249
H32 -8.667 4.603 -0.826
H33 -8.130 5.680 -2.135
H34 -8.228 3.908 -2.403
H35 -5.509 5.625 -2.726
H36 -5.606 3.853 -2.994
H37 -4.506 4.516 -1.765

Atomic partial charges in e from the Löwdin method, atoms 1 to 4: -0.067, -0.274, 0.010, -0.154

---

Please write out number 2 again, unchanged.
ORCA calculation (ωB97M-V with the def2-TZVPD basis set) on a molecular structure, C16H37BBeBr5LiMgN2O7 in a non-equilibrium geometry.

For the gap between HOMO and LUMO, the calculation gives 0.059 Eh. As for the spin multiplicity: 1. As for the lowest unoccupied orbital energy: -0.295 hartree. Its net charge is +2.

Element x y z (Å)
O1 4.959 -2.148 0.327
C1 4.399 -1.917 -0.865
O2 3.797 -3.066 -1.584
C2 4.361 -0.366 -1.440
C3 2.805 0.175 -1.680
C4 1.861 0.085 -0.341
B1 0.335 -0.526 -0.661
C5 0.414 -2.167 -0.714
O3 0.607 -2.741 -2.055
O4 -0.242 -2.259 -2.923
H1 3.221 -2.661 -2.312
H2 5.003 -0.247 -2.429
H3 4.908 0.292 -0.616
H4 2.920 1.330 -1.955
H5 2.311 -0.323 -2.636
H6 1.657 1.185 0.076
H7 2.322 -0.538 0.541
H8 -0.176 -0.017 -1.589
H9 -0.321 -0.235 0.297
H10 1.373 -2.483 -0.077
H11 -0.505 -2.648 -0.122
H12 0.335 -1.997 -3.723
C6 5.477 -4.615 -4.886
C7 4.921 -3.254 -4.976
N1 4.482 -2.179 -5.047
H13 4.923 -5.232 -4.171
H14 5.445 -5.130 -5.852
H15 6.523 -4.604 -4.560
C8 7.809 0.820 1.126
Br1 6.852 2.278 0.265
Br2 7.048 0.379 2.862
Br3 7.935 -0.742 -0.026
H16 8.831 1.169 1.305
Li1 4.395 2.217 0.534
Mg1 7.695 2.897 3.269
Br4 -1.305 0.497 1.186
Br5 4.195 -0.120 -4.806
C9 -6.274 1.520 2.171
C10 -4.964 0.826 2.516
C11 -5.055 -0.058 3.769
O5 -5.060 0.762 4.944
C12 -6.362 1.019 5.469
N2 -3.939 1.882 2.793
H17 -6.529 2.308 2.884
H18 -6.206 1.990 1.184
H19 -7.099 0.801 2.144
H20 -4.610 0.246 1.657
H21 -4.147 -0.667 3.829
H22 -5.901 -0.754 3.733
H23 -7.079 0.229 5.228
H24 -6.720 1.978 5.087
H25 -6.281 1.100 6.556
H26 -3.958 2.663 2.128
H27 -2.990 1.491 2.818
H28 -4.114 2.250 3.745
C13 6.801 -4.705 1.624
O6 6.791 -5.810 2.355
H29 5.841 -4.177 1.494
H30 7.445 -3.878 1.968
H31 7.128 -4.797 0.575
Be1 -1.299 -3.748 -2.397
C14 -7.990 4.695 -1.682
C15 -6.568 4.546 -1.212
O7 -6.305 4.352 -0.026
C16 -5.481 4.642 -2.249
H32 -8.667 4.603 -0.826
H33 -8.130 5.680 -2.135
H34 -8.228 3.908 -2.403
H35 -5.509 5.625 -2.726
H36 -5.606 3.853 -2.994
H37 -4.506 4.516 -1.765

Atomic partial charges in e from the Löwdin method, atoms 1 to 4: -0.067, -0.274, 0.010, -0.154

---

Q: Which value of lowest unoccupied orbital energy does entry 2 give?
A: -0.295 hartree